## i
This record from the OMol25 dataset describes a gas-phase ion, C11H15N2 (charge +1). The level of theory is the ωB97M-V functional and the def2-TZVPD basis.

Properties
Charge ... +1
Orbital gap (spin up / spin down) ... 6.927 / 6.929 eV
LUMO (spin up / spin down) ... -4.65 / -4.65 eV
Multiplicity ... 1
E_HOMO (spin up / spin down) ... -11.574 / -11.575 eV

Last column: natural (NBO) charge in e.
Atoms and positions in Å:
C -1.375 2.255 0.168  -0.15
C -3.169 0.485 0.277  -0.04
C -0.915 -1.208 -0.352  -0.13
C -0.061 2.214 -0.086  -0.06
C -1.890 0.908 0.151  -0.16
C -0.768 0.080 -0.166  0.15
C -3.495 -0.925 -0.030  -0.45
C -2.224 -1.862 0.055  -0.43
C 2.187 -0.948 0.032  -0.31
C 1.765 0.451 -0.004  0.45
C 2.854 1.363 -0.071  -0.70
N 0.382 0.879 -0.171  -0.32
N 3.522 -1.424 0.310  -0.81
H -1.786 3.143 0.649  0.26
H -4.053 1.233 0.131  0.24
H -0.250 -1.912 -0.682  0.21
H 0.541 3.115 -0.190  0.24
H -4.115 -1.259 0.790  0.24
H -3.968 -1.001 -0.934  0.23
H -2.284 -2.626 -0.702  0.23
H -2.004 -2.277 1.126  0.24
H 1.365 -1.394 0.748  0.23
H 1.919 -1.327 -0.899  0.25
H 2.583 2.331 -0.014  0.24
H 3.277 1.217 -1.158  0.29
H 3.773 1.150 0.649  0.27
H 4.069 -1.915 -0.356  0.40
H 4.120 -0.747 0.728  0.37



## ii
This record from the OMol25 dataset describes a gas-phase ion, C11H15N2 (charge +1). The level of theory is the ωB97M-V functional and the def2-TZVPD basis.

Properties
Charge ... +1
Orbital gap ... 8.643 eV
LUMO ... -3.08 eV
Multiplicity ... 1
E_HOMO ... -11.724 eV

Last column: natural (NBO) charge in e.
Atoms and positions in Å:
C -0.726 2.071 -1.540  -0.05
C 0.147 1.921 -0.498  0.00
C -1.414 0.360 -0.319  0.25
C 2.902 -2.094 0.448  -0.19
C 2.404 -1.589 -0.828  -0.21
C 1.864 -1.942 1.382  -0.20
C 1.081 -1.253 -0.765  -0.24
C 0.661 -1.386 0.720  -0.30
C -0.288 0.195 2.645  -0.61
C -2.894 1.188 -2.248  -0.43
C 0.474 0.163 1.284  -0.01
N -1.712 1.132 -1.377  -0.28
N -0.259 0.831 0.254  -0.28
H -0.745 2.875 -2.154  0.24
H 1.042 2.325 -0.306  0.24
H -1.955 -0.467 -0.092  0.24
H 3.884 -2.461 0.514  0.23
H 3.037 -1.573 -1.748  0.24
H 1.800 -2.347 2.337  0.22
H 0.461 -0.927 -1.642  0.22
H -0.338 -1.840 0.903  0.24
H -0.191 1.134 3.133  0.23
H 0.195 -0.661 3.061  0.23
H -1.353 0.126 2.537  0.21
H -2.535 0.760 -3.295  0.26
H -3.710 0.581 -1.798  0.24
H -3.289 2.243 -2.150  0.25
H 1.455 0.635 1.541  0.25



ii is favored, and the nearest alternative lies 37.3 kcal/mol above it.



## i
This record from the OMol25 dataset describes 2 unconnected molecules or ions with the total composition ClH3N2S2. The level of theory is the ωB97M-V functional and the def2-TZVPD basis.

Properties
Orbital gap ... 8.275 eV
LUMO ... -0.84 eV
Multiplicity ... 1
E_HOMO ... -9.112 eV

Last column: natural (NBO) charge in e.
Atoms and positions in Å:
N 0.359 0.718 0.360  -0.38
N 1.316 0.131 -0.134  -0.28
S 1.163 -1.796 0.064  0.02
S 2.627 0.704 -0.676  0.12
Cl -3.593 1.311 -0.537  -0.27
H -0.494 0.170 0.737  0.34
H 2.585 -1.843 -0.307  0.17
H -3.963 0.607 0.492  0.27



## ii
This record from the OMol25 dataset describes a single ClH3N2S2 molecule. The level of theory is the ωB97M-V functional and the def2-TZVPD basis.

Properties
Orbital gap ... 8.766 eV
LUMO ... -0.31 eV
Multiplicity ... 1
E_HOMO ... -9.076 eV

Last column: natural (NBO) charge in e.
Atoms and positions in Å:
N 0.610 0.238 -0.996  -0.34
N -0.615 0.140 -0.581  -0.46
S -1.213 -1.495 0.194  0.07
S -1.251 1.361 0.358  0.22
Cl 1.922 0.012 0.364  -0.14
H 0.988 -0.540 -1.638  0.40
H -0.344 -1.248 1.179  0.12
H -0.097 1.532 1.120  0.12



ii is favored, and the nearest alternative lies 2.3 kcal/mol above it.